Record 1
Here is a molecular structure, C9H5BCl32INO6PS2 from OMol25. Energies are from ωB97M-V with the def2-TZVPD basis set.

Last column: Mulliken charge in e.
Positions of all 58 atoms, in Å:
C  5.767  -2.331  3.352  -0.77
B  5.937  -3.873  3.388  0.46
O  6.485  -4.541  4.421  -0.47
S  5.455  -4.914  1.855  1.05
O  5.789  -4.078  0.713  -0.70
O  6.251  -6.119  1.963  -0.75
N  3.889  -5.342  1.757  -0.60
S  2.921  -4.866  2.893  0.81
O  3.525  -4.709  4.201  -0.62
O  1.714  -5.651  2.858  -0.63
P  2.341  -2.854  2.231  0.21
O  2.292  -3.166  0.640  -0.33
I  -0.022  -2.721  2.866  -0.15
H  6.274  -1.825  4.170  0.28
H  4.700  -2.114  3.374  0.22
H  6.136  -1.943  2.401  0.30
H  6.064  -5.415  4.474  0.30
H  2.966  -3.851  0.444  0.40
C  1.710  -0.629  -2.330  0.12
Cl  1.607  -0.116  -0.648  0.17
Cl  0.252  -1.535  -2.772  -0.10
Cl  1.862  0.808  -3.358  -0.09
Cl  3.120  -1.661  -2.557  -0.08
C  -2.860  -0.146  -0.081  0.22
Cl  -4.379  0.393  -0.813  -0.07
Cl  -2.945  0.028  1.678  -0.02
Cl  -2.582  -1.840  -0.474  -0.08
Cl  -1.534  0.843  -0.687  -0.03
C  -7.922  -1.137  1.304  0.28
Cl  -8.684  0.347  1.888  -0.10
Cl  -6.178  -1.016  1.495  0.02
Cl  -8.536  -2.514  2.226  -0.11
Cl  -8.311  -1.358  -0.407  -0.11
C  1.506  2.779  2.206  0.15
Cl  2.966  2.999  3.169  -0.10
Cl  1.020  1.083  2.248  0.04
Cl  0.195  3.765  2.871  0.00
Cl  1.820  3.280  0.541  -0.10
C  -2.992  4.134  5.703  0.27
Cl  -2.660  4.411  7.415  -0.11
Cl  -2.206  2.649  5.177  -0.04
Cl  -4.735  3.987  5.451  -0.06
Cl  -2.374  5.500  4.765  -0.09
C  0.496  0.323  -7.285  0.33
Cl  0.273  -0.648  -5.836  -0.01
Cl  1.707  1.585  -6.956  -0.14
Cl  1.074  -0.693  -8.609  -0.10
Cl  -1.047  1.056  -7.740  -0.08
C  -0.304  3.879  -10.680  0.32
Cl  -1.480  2.654  -11.170  -0.10
Cl  0.820  4.173  -12.013  -0.11
Cl  -1.151  5.379  -10.287  -0.11
Cl  0.583  3.311  -9.268  -0.02
C  -5.321  4.846  1.567  0.24
Cl  -6.509  3.987  2.552  -0.08
Cl  -5.207  6.521  2.120  -0.10
Cl  -3.749  4.066  1.715  0.06
Cl  -5.833  4.817  -0.123  -0.11

Properties
E_HOMO = -5.87 eV
calculated total energy = -463644.7460 eV
strongest force on any atom = 0.0309 hartree/bohr
molecular weight = 1590.46 g/mol
Kohn-Sham gap = 0.262 Eh
net charge = -1

---

Record 2
Here is 2 unconnected molecules or ions with the total composition C9H5Br from OMol25. Energies are from ωB97M-V with the def2-TZVPD basis set.

Last column: Mulliken charge in e.
Positions of all 15 atoms, in Å:
C  1.360  4.133  3.375  0.39
C  1.312  3.425  2.443  -0.74
C  -0.487  -1.103  -0.144  -0.30
C  -0.301  -0.408  1.104  -0.61
C  -0.220  -0.464  -1.296  -0.59
C  0.211  0.865  1.047  -0.10
C  0.298  0.780  -1.365  -0.24
C  0.624  1.482  -0.179  0.69
C  1.475  2.588  0.053  -0.09
Br  1.522  4.021  -1.052  0.06
H  -0.850  -2.178  0.047  0.26
H  -0.548  -0.865  2.048  0.41
H  -0.378  -0.920  -2.179  0.48
H  0.308  1.539  1.951  0.10
H  0.458  1.284  -2.365  0.28

Properties
E_HOMO (spin up / spin down) = -8.81 / -9.69 eV
calculated total energy = -79444.9577 eV
strongest force on any atom = 0.1509 hartree/bohr
energy above the lowest of the compared OMol25 structures with the same formula, charge and spin = 84.68 kcal per mole
molecular weight = 193.04 g/mol
Kohn-Sham gap (spin up / spin down) = 0.243 / 0.279 Eh
net charge = 0

---

Record 3
Here is a molecular structure, C9H60NO22Pd from OMol25. Energies are from ωB97M-V with the def2-TZVPD basis set.

Last column: Mulliken charge in e.
Positions of all 93 atoms, in Å:
Pd  -5.239  -0.784  -0.637  0.91
C  -0.201  0.782  -1.912  -1.63
C  0.726  0.057  -0.870  1.52
C  1.952  0.983  -0.642  -1.29
C  2.747  0.922  0.665  -0.79
C  1.867  0.887  1.847  -1.15
C  0.767  -0.225  1.796  1.26
N  0.049  -0.161  0.448  0.74
O  -1.142  -0.978  0.407  -0.56
C  -0.147  0.212  3.013  -1.53
C  1.412  -1.667  2.085  -1.50
C  1.133  -1.308  -1.522  -1.83
H  -0.874  0.188  -2.530  0.34
H  0.382  1.354  -2.634  0.46
H  -0.864  1.548  -1.508  0.31
H  1.633  2.002  -0.861  0.51
H  2.697  0.722  -1.393  0.40
H  3.463  1.744  0.641  0.40
H  3.306  -0.003  0.525  0.30
H  1.402  1.862  1.990  0.43
H  2.597  0.746  2.643  0.32
H  0.301  -0.187  3.923  0.40
H  -1.190  -0.095  2.934  0.37
H  -0.111  1.301  3.059  0.32
H  1.264  -1.899  3.139  0.41
H  2.495  -1.640  1.962  0.36
H  0.922  -2.458  1.517  0.20
H  0.194  -1.842  -1.667  0.43
H  1.812  -1.920  -0.929  0.36
H  1.593  -1.085  -2.484  0.45
O  4.815  -4.230  5.391  -0.62
H  4.086  -3.643  5.591  0.31
H  4.423  -5.104  5.382  0.32
O  3.547  3.064  -5.527  -0.64
H  3.426  2.163  -5.827  0.32
H  2.659  3.390  -5.381  0.31
O  -1.035  4.638  6.581  -0.64
H  -0.112  4.863  6.698  0.33
H  -1.271  5.024  5.738  0.31
O  3.299  -0.462  -6.957  -0.62
H  2.553  -0.782  -6.450  0.31
H  3.924  -1.187  -6.948  0.31
O  -4.928  2.789  4.221  -0.60
H  -4.437  2.362  4.923  0.31
H  -5.843  2.725  4.495  0.30
O  1.848  -6.234  -1.292  -0.62
H  2.146  -5.485  -0.776  0.30
H  2.023  -6.993  -0.735  0.33
O  -1.052  -7.706  2.790  -0.63
H  -1.866  -8.210  2.828  0.32
H  -1.052  -7.315  1.916  0.32
O  -0.126  -5.624  -4.879  -0.63
H  -1.001  -5.939  -4.652  0.32
H  0.293  -5.451  -4.036  0.31
O  -0.169  5.395  -5.931  -0.64
H  -0.335  6.011  -6.646  0.32
H  -0.244  5.924  -5.137  0.33
O  -0.359  -2.767  -7.226  -0.67
H  -0.204  -3.209  -8.061  0.33
H  -0.336  -3.468  -6.575  0.34
O  -5.370  -0.756  -3.954  -0.59
H  -5.976  -0.200  -4.444  0.30
H  -4.936  -1.286  -4.623  0.31
O  -3.766  -3.161  -6.253  -0.64
H  -3.932  -3.932  -6.795  0.31
H  -2.932  -2.817  -6.573  0.35
O  7.930  -2.771  2.937  -0.63
H  7.153  -2.967  3.460  0.32
H  7.636  -2.115  2.306  0.31
O  2.951  5.330  5.685  -0.63
H  3.333  6.083  5.234  0.32
H  3.558  4.612  5.507  0.31
O  -1.320  4.024  0.952  -0.63
H  -1.359  3.643  1.829  0.29
H  -0.958  3.328  0.404  0.32
O  -1.395  6.682  -2.252  -0.63
H  -2.271  6.882  -2.583  0.32
H  -1.500  5.856  -1.781  0.31
O  -1.583  -5.097  -0.411  -0.65
H  -1.411  -4.228  -0.050  0.33
H  -0.715  -5.468  -0.568  0.32
O  -4.439  -0.713  7.151  -0.64
H  -3.754  -0.885  7.798  0.32
H  -5.258  -0.828  7.633  0.32
O  -4.860  2.515  0.387  -0.59
H  -5.512  2.985  0.907  0.31
H  -4.030  2.943  0.601  0.32
O  4.385  7.634  0.993  -0.63
H  4.508  6.718  0.745  0.31
H  4.239  8.090  0.164  0.32
O  -5.980  -1.224  2.635  -0.59
H  -6.755  -1.042  3.166  0.30
H  -5.296  -1.431  3.271  0.32

Properties
E_HOMO (spin up / spin down) = -11.48 / -12.42 eV
calculated total energy = -60309.5869 eV
multiplicity = 3
strongest force on any atom = 0.1067 hartree/bohr
energy above the lowest of the compared OMol25 structures with the same formula, charge and spin = 113.50 kcal per mole
<S²> = 2.01
molecular weight = 640.98 g/mol
Kohn-Sham gap (spin up / spin down) = 0.230 / 0.218 Eh
net charge = +1

---

Record 4
Here is a molecular structure, C9H6BrF2N from OMol25. Energies are from ωB97M-V with the def2-TZVPD basis set.

Last column: Mulliken charge in e.
Positions of all 19 atoms, in Å:
C  2.069  0.658  -1.445  -0.04
C  -0.113  -1.224  -0.966  -0.24
C  -1.007  -2.263  -0.911  -0.78
C  -2.660  -0.598  -0.484  -0.29
C  -0.415  0.087  -0.855  0.49
C  -2.427  -1.984  -0.709  0.14
C  -1.727  0.379  -0.575  -0.24
C  1.331  1.515  0.816  -0.91
C  1.041  1.302  -0.706  0.83
N  2.862  0.086  -2.026  -0.41
F  -3.447  -2.821  -0.521  -0.26
F  0.584  2.481  -1.279  -0.28
Br  -2.221  2.155  -0.020  -0.16
H  0.908  -1.429  -0.875  0.35
H  -0.749  -3.281  -0.711  0.37
H  -3.640  -0.332  -0.172  0.41
H  1.708  0.566  1.131  0.33
H  0.373  1.608  1.236  0.28
H  2.014  2.310  0.735  0.39

Properties
E_HOMO = -9.63 eV
calculated total energy = -86395.0779 eV
strongest force on any atom = 0.1039 hartree/bohr
energy above the lowest of the compared OMol25 structures with the same formula, charge and spin = 17.71 kcal per mole
molecular weight = 246.05 g/mol
Kohn-Sham gap = 0.375 Eh
net charge = 0

---

Record 5
Here is C9H6Cl2O in the gas phase from OMol25. Energies are from ωB97M-V with the def2-TZVPD basis set.

Last column: Mulliken charge in e.
Positions of all 18 atoms, in Å:
C  2.518  0.468  0.167  -0.74
C  1.858  1.704  0.054  -0.73
C  1.751  -0.676  0.116  -0.40
C  0.511  1.727  -0.165  -0.59
C  0.358  -0.661  0.074  0.53
C  -0.276  0.584  -0.118  0.23
C  -0.481  -1.897  0.112  -1.32
C  -1.815  0.529  -0.275  0.86
C  -2.331  -0.876  -0.086  0.07
O  -2.340  -0.270  -1.311  -0.33
Cl  -2.603  1.931  0.382  -0.18
Cl  -3.741  -1.503  0.575  -0.14
H  3.524  0.279  0.296  0.46
H  2.312  2.602  0.068  0.53
H  2.067  -1.703  0.123  0.40
H  -0.098  2.560  -0.262  0.45
H  -0.578  -2.410  -0.729  0.43
H  -0.635  -2.388  0.980  0.49

Properties
E_HOMO (spin up / spin down) = -4.35 / -8.50 eV
calculated total energy = -36514.0433 eV
multiplicity = 3
strongest force on any atom = 0.1001 hartree/bohr
<S²> = 2.02
molecular weight = 201.05 g/mol
Kohn-Sham gap (spin up / spin down) = 0.167 / 0.175 Eh
net charge = 0

---

Record 6
Here is a molecular structure, C9H6ClCuF6N3O8S2 from OMol25. Energies are from ωB97M-V with the def2-TZVPD basis set.

Last column: Mulliken charge in e.
Positions of all 36 atoms, in Å:
Cu  0.220  0.133  -0.495  0.09
O  1.884  2.941  1.800  -0.69
Cl  0.821  2.002  1.593  1.87
O  -0.176  2.110  2.611  -0.64
O  1.352  0.639  1.548  -0.63
O  0.208  2.240  0.269  -0.66
N  3.727  -1.632  -0.997  -0.04
C  2.382  -1.597  -1.156  -0.30
N  1.924  -0.391  -1.370  -0.46
C  3.042  0.442  -1.309  0.75
C  3.126  1.827  -1.412  -0.47
C  4.378  2.394  -1.298  -0.68
C  5.523  1.609  -1.082  -0.34
C  5.449  0.236  -0.964  -0.99
C  4.182  -0.325  -1.079  0.85
H  4.267  -2.448  -0.776  0.18
H  1.774  -2.487  -1.121  0.49
H  2.234  2.427  -1.528  0.38
H  4.478  3.469  -1.352  0.37
H  6.486  2.094  -0.990  0.37
H  6.329  -0.365  -0.778  0.36
F  -1.161  -1.001  2.677  -0.21
C  -2.444  -0.897  2.329  0.66
F  -2.858  0.343  2.556  -0.23
F  -3.155  -1.733  3.088  -0.23
S  -2.623  -1.338  0.547  0.82
O  -1.646  -0.480  -0.094  -0.50
O  -2.397  -2.751  0.500  -0.65
N  -4.020  -0.826  0.128  -0.20
S  -5.407  -1.559  0.349  1.05
O  -5.934  -1.391  1.673  -0.64
O  -5.518  -2.839  -0.285  -0.65
C  -6.404  -0.419  -0.698  0.67
F  -6.005  -0.433  -1.970  -0.24
F  -6.358  0.836  -0.254  -0.23
F  -7.680  -0.828  -0.661  -0.22

Properties
E_HOMO = -6.22 eV
calculated total energy = -125413.9514 eV
strongest force on any atom = 0.0070 hartree/bohr
energy above the lowest of the compared OMol25 structures with the same formula, charge and spin = 8.72 kcal per mole
molecular weight = 561.28 g/mol
Kohn-Sham gap = 0.310 Eh
net charge = -1